(1)
The following is a quantum chemistry calculation of a molecular structure, C33H41BrIIrN4O2SSi2, from OMol25.

HOMO energy (spin up / spin down), eV: -5.3 / -7.7
Spin multiplicity: 5
Calculated total energy, a.u.: -5604.90174
Expectation value of S²: 6.05
Total charge: 0
ΔE to the lowest compared entry with this formula, charge and spin, kcal/mol: 0.00

Cartesian coordinates (Å):
Ir1 0.1118 -0.2449 -0.2089
C1 -2.2900 -1.9321 2.2602
Si1 -1.4378 -0.3353 2.7145
C2 -2.3751 1.2398 2.3309
C3 -1.3599 -0.3680 4.5954
N1 0.1350 -0.2199 1.8505
C4 1.3811 -0.1699 2.3562
C5 1.7114 -0.2205 3.7384
C6 3.0092 -0.1968 4.1609
C7 4.0520 -0.1190 3.2218
C8 3.7784 -0.0438 1.8822
C9 2.4507 -0.0463 1.3986
N2 2.1041 0.0790 0.0879
Si2 3.3685 0.4384 -1.1107
C10 2.7063 0.7127 -2.8282
C11 4.2503 2.0388 -0.6705
C12 4.5485 -1.0296 -1.2108
H1 -3.2499 -1.9774 2.7808
H2 -1.6946 -2.7865 2.5869
H3 -2.4604 -2.0203 1.1925
H4 -3.4267 1.1258 2.6040
H5 -2.3260 1.5255 1.2823
H6 -1.9674 2.0496 2.9410
H7 -2.4029 -0.3815 4.9243
H8 -0.8949 0.5125 5.0380
H9 -0.8866 -1.2633 4.9988
H10 0.9234 -0.2902 4.4628
H11 3.2347 -0.2462 5.2174
H12 5.0811 -0.1183 3.5574
H13 4.5987 0.0094 1.1881
H14 2.0062 1.5472 -2.8725
H15 2.2056 -0.1586 -3.2391
H16 3.5674 0.9599 -3.4548
H17 3.5135 2.8421 -0.5944
H18 4.9333 2.2978 -1.4832
H19 4.8221 2.0250 0.2546
H20 4.0053 -1.9653 -1.0576
H21 5.3507 -1.0024 -0.4750
H22 5.0138 -1.0629 -2.1980
C13 -0.5066 0.6693 -4.3555
C14 -0.8808 0.3301 -2.9428
O1 0.0415 -0.3218 -2.2510
C15 -2.1849 0.5944 -2.4614
C16 -3.1469 1.2208 -3.2953
C17 -4.4622 1.3847 -2.9088
C18 -4.8923 0.9319 -1.6656
C19 -3.9700 0.3369 -0.8089
C20 -2.6423 0.1765 -1.1742
O2 -1.8392 -0.4339 -0.2767
H23 0.5320 0.4042 -4.5358
H24 -0.6263 1.7370 -4.5599
H25 -1.1302 0.1322 -5.0789
H26 -2.8452 1.5576 -4.2768
H27 -5.1613 1.8604 -3.5847
H28 -5.9236 1.0462 -1.3597
H29 -4.2676 -0.0186 0.1700
Br1 1.7886 5.8716 -1.3573
C21 0.2565 5.8877 -0.2500
C22 -0.1552 7.1100 0.2659
C23 -1.2651 7.1752 1.0897
C24 -1.9677 6.0208 1.3995
C25 -1.5587 4.8018 0.8846
C26 -0.4440 4.7284 0.0570
I1 0.1099 2.8510 -0.6924
H30 0.4006 8.0028 0.0176
H31 -1.5792 8.1309 1.4867
H32 -2.8376 6.0650 2.0403
H33 -2.1082 3.9004 1.1138
N3 0.6777 -3.3129 -2.7804
C27 -0.1764 -3.0739 -1.7754
S1 0.3923 -2.8760 -0.1773
N4 -1.4934 -3.0219 -2.0102
C28 -2.1829 -3.1075 -3.2448
C29 -3.3197 -2.3195 -3.4069
C30 -4.0395 -2.3836 -4.5861
C31 -3.6386 -3.2321 -5.6100
C32 -2.5228 -4.0346 -5.4334
C33 -1.7972 -3.9878 -4.2508
H34 1.6436 -3.1493 -2.5479
H35 0.3932 -3.0621 -3.7168
H36 -2.0133 -2.6381 -1.2316
H37 -3.6264 -1.6436 -2.6176
H38 -4.9118 -1.7546 -4.7045
H39 -4.1975 -3.2728 -6.5349
H40 -2.2172 -4.7203 -6.2127
H41 -0.9670 -4.6647 -4.1036

Charges in e, computed with Mulliken, in the same order as the atoms: 0.61 -0.56 0.16 -0.44 -1.40 0.91 1.14 -0.61 -1.06 -1.05 -0.58 0.71 1.06 0.04 -0.64 -0.98 -1.26 0.39 0.36 -0.16 0.43 -0.29 0.42 0.42 0.35 0.34 0.21 0.42 0.42 0.11 0.22 -0.04 0.57 0.18 0.37 0.36 0.33 0.41 0.37 -2.48 0.72 -0.73 1.42 -1.27 -0.87 -0.93 -0.33 -0.18 -0.75 0.35 0.44 0.45 0.43 0.40 0.44 0.31 -0.18 -0.02 -0.52 -0.50 -0.80 -0.16 0.29 0.32 0.39 0.37 0.40 0.29 -0.38 0.41 -0.29 0.08 0.08 -0.31 -0.59 -0.57 -0.60 -0.16 0.25 0.27 0.14 0.30 0.42 0.41 0.40 0.56


(2)
The following is a quantum chemistry calculation of a molecular structure, C33H41Cl5FIrN3OP2Si, from OMol25.

HOMO energy (spin up / spin down), eV: -9.8 / -10.7
Spin multiplicity: 5
Calculated total energy, a.u.: -4998.75300
Expectation value of S²: 6.06
Total charge: +1
ΔE to the lowest compared entry with this formula, charge and spin, kcal/mol: 18.98

Cartesian coordinates (Å):
Ir1 0.7803 -0.3021 0.0956
C1 1.9918 -3.6713 0.9851
Si1 1.5301 -3.4708 -0.8150
C2 0.3374 -4.8139 -1.3188
C3 3.1123 -3.5958 -1.8280
N1 0.6939 -1.9352 -1.0393
C4 0.0621 -1.7265 -2.2828
C5 0.7454 -1.7685 -3.5045
C6 0.0857 -1.5876 -4.7096
C7 -1.2844 -1.3670 -4.7330
C8 -1.9943 -1.3395 -3.5423
C9 -1.3207 -1.5185 -2.3521
F1 -2.0394 -1.5227 -1.2084
H1 2.2689 -4.7223 1.1278
H2 1.1593 -3.4616 1.6537
H3 2.8512 -3.0743 1.3090
H4 0.7246 -5.7989 -1.0382
H5 0.1698 -4.8173 -2.3998
H6 -0.6318 -4.6797 -0.8295
H7 3.8771 -4.1337 -1.2588
H8 3.5263 -2.6157 -2.0823
H9 2.9513 -4.1470 -2.7586
H10 1.8178 -1.9287 -3.4973
H11 0.6473 -1.6227 -5.6349
H12 -1.8021 -1.2276 -5.6732
H13 -3.0683 -1.1977 -3.5206
C10 -2.4644 2.0887 0.9596
P1 -0.8741 1.6381 0.1543
C11 0.1369 2.5305 1.4240
N2 0.2996 3.8224 1.3763
C12 1.0125 4.4158 2.3730
C13 1.2293 5.8101 2.3422
C14 1.9491 6.4032 3.3404
C15 2.4809 5.6352 4.4030
C16 2.2871 4.2845 4.4532
C17 1.5456 3.6488 3.4330
N3 1.3590 2.3012 3.4721
C18 0.6695 1.7502 2.5103
P2 0.6360 -0.0937 2.4165
C19 2.0569 -0.5141 3.4671
C20 -0.8520 -0.7806 3.3225
C21 -1.2279 0.1391 4.4883
C22 -0.4744 -2.1622 3.8791
C23 -2.0303 -0.9913 2.3658
C24 -0.9608 2.5570 -1.4756
C25 0.2066 2.1336 -2.3738
C26 -2.2787 2.0758 -2.1125
C27 -0.9899 4.0821 -1.3701
H14 -2.5640 3.1737 0.9051
H15 -2.4438 1.8106 2.0093
H16 -3.3183 1.6115 0.4827
H17 0.8061 6.3775 1.5207
H18 2.1157 7.4730 3.3265
H19 3.0447 6.1301 5.1832
H20 2.6810 3.6750 5.2573
H21 2.1481 -1.5962 3.5356
H22 1.9681 -0.0754 4.4593
H23 2.9537 -0.1163 2.9975
H24 -0.4421 0.1700 5.2471
H25 -2.1383 -0.2357 4.9634
H26 -1.4192 1.1641 4.1632
H27 0.2892 -2.1091 4.6545
H28 -0.1423 -2.8398 3.0916
H29 -1.3682 -2.6027 4.3277
H30 -2.4918 -0.0681 2.0405
H31 -2.7994 -1.5693 2.8848
H32 -1.7250 -1.5505 1.4770
H33 0.3004 1.0465 -2.4453
H34 1.1543 2.5483 -2.0169
H35 0.0272 2.5129 -3.3834
H36 -2.3591 0.9899 -2.1236
H37 -2.3077 2.4244 -3.1472
H38 -3.1506 2.4862 -1.6044
H39 -0.0997 4.4746 -0.8820
H40 -1.8626 4.4395 -0.8207
H41 -1.0499 4.4912 -2.3831
Cl1 7.9000 2.1936 -1.2708
C28 6.2577 2.0384 -0.8973
C29 5.7486 0.7801 -0.4880
Cl2 6.7996 -0.5601 -0.3440
C30 4.4181 0.6471 -0.2047
Cl3 3.7664 -0.8239 0.3572
C31 3.4986 1.7567 -0.3307
O1 2.2836 1.6426 -0.1388
C32 4.0708 3.0393 -0.7022
Cl4 3.0086 4.3609 -0.7834
C33 5.4098 3.1647 -0.9855
Cl5 6.0555 4.6793 -1.4490

Charges in e, computed with Mulliken, in the same order as the atoms: 1.93 -0.35 0.33 -1.23 -1.24 0.81 -0.91 0.01 -0.99 -0.59 -0.34 0.78 -0.34 0.53 -0.41 0.30 0.40 0.32 0.30 0.40 0.29 0.36 0.34 0.45 0.42 0.55 -2.33 0.25 -0.05 -0.06 -0.12 -0.50 -0.61 -0.54 -0.64 0.13 -0.56 0.28 1.06 -1.77 1.93 -1.84 -1.92 -1.74 2.51 -1.53 -2.12 -1.66 0.35 0.76 0.49 0.50 0.43 0.43 0.49 0.37 0.42 0.51 0.35 0.51 0.28 0.36 0.22 0.57 0.31 0.60 0.23 -0.01 -0.07 0.68 0.38 0.52 0.33 0.15 0.35 0.53 -0.12 0.58 0.02 -0.16 0.05 0.04 -1.03 0.21 0.49 -0.12 -0.14 -0.15


(3)
The following is a quantum chemistry calculation of a molecular structure, C33H41GaO5S3Se2 in a non-equilibrium geometry, from OMol25.

HOMO energy (spin up / spin down), eV: -5.8 / -5.8
Spin multiplicity: 1
Calculated total energy, a.u.: -9580.31265
Total charge: 0
ΔE to the lowest compared entry with this formula, charge and spin, kcal/mol: 28.85

Cartesian coordinates (Å):
Ga1 11.5377 11.1820 14.6904
O1 8.2241 11.2453 18.3783
C1 8.5507 10.5425 17.2119
C2 9.4512 9.3302 17.5178
C3 8.8075 8.4733 18.6099
O2 8.8192 9.0955 19.9172
C4 10.8242 9.7137 17.9985
Se1 11.5711 11.5066 17.4587
C5 9.4713 8.4888 16.2153
Se2 10.9521 8.7721 14.8574
H1 8.5106 12.1745 18.3384
H2 9.0741 11.1770 16.4622
H3 7.6567 10.1908 16.7070
H4 9.3585 7.5227 18.6588
H5 7.7773 8.1954 18.3233
H6 8.5009 10.0430 19.7843
H7 11.5870 9.0089 17.6446
H8 10.9017 9.7761 19.0662
H9 8.5335 8.6035 15.6616
H10 9.5889 7.4335 16.4484
C6 10.5189 20.3337 14.0595
C7 9.4222 20.6790 15.0788
O3 9.3634 21.8363 15.4875
S1 8.2043 19.4536 15.6553
C8 8.8785 17.8276 15.5436
C9 9.9525 17.4611 16.3554
C10 10.4489 16.1601 16.2992
C11 9.8497 15.1852 15.4189
C12 8.6923 15.5819 14.7055
C13 8.2104 16.8786 14.7609
C14 10.2875 13.8527 15.3954
C15 10.4859 12.6167 15.4002
H11 10.5235 21.1125 13.2816
H12 10.3313 19.3690 13.5944
H13 11.5171 20.3973 14.5119
H14 10.2916 18.1762 17.0875
H15 11.2863 15.7898 16.8932
H16 8.2145 14.8194 14.1046
H17 7.3106 17.1988 14.2220
C16 15.6531 8.2860 14.1931
C17 16.5841 9.5049 13.9627
C18 15.9195 10.8440 13.7730
S2 14.7512 11.1521 15.1524
O4 13.4306 11.4233 14.3333
C19 15.3453 12.6941 15.8800
C20 14.9661 14.0256 15.2501
C21 15.9990 14.3820 14.1249
H18 16.1419 7.3235 14.0411
H19 14.7916 8.2585 13.4819
H20 15.2025 8.2291 15.1905
H21 17.2578 9.2661 13.1157
H22 17.3189 9.5962 14.7610
H23 15.3218 10.9126 12.8552
H24 16.6749 11.6445 13.8309
H25 16.4276 12.6245 15.9809
H26 14.9791 12.5829 16.9265
H27 15.0088 14.8190 16.0233
H28 13.9463 13.9772 14.8565
H29 16.9842 14.4564 14.5428
H30 15.7091 15.3375 13.6528
H31 16.0190 13.6072 13.3457
O5 11.3878 11.4709 12.5591
S3 10.7613 12.6446 11.5647
C22 11.2247 12.0873 9.9177
C23 11.3042 12.9101 8.8002
C24 11.9449 12.4349 7.6635
C25 12.5625 11.1546 7.6689
C26 12.3809 10.3600 8.7539
C27 11.6991 10.7973 9.8621
C28 8.9906 12.3571 11.4439
C29 8.5387 11.0654 11.6456
C30 7.1507 10.8264 11.6389
C31 6.2509 11.8579 11.3855
C32 6.7462 13.1185 11.0449
C33 8.1383 13.4024 11.1116
H32 10.9094 13.9176 8.7707
H33 11.9922 13.0359 6.7708
H34 13.2104 10.8546 6.8173
H35 12.7495 9.3499 8.7912
H36 11.5368 10.1673 10.7557
H37 9.1807 10.2441 11.9471
H38 6.8300 9.8173 11.9314
H39 5.1819 11.7079 11.5034
H40 6.0593 13.9168 10.7216
H41 8.4314 14.4574 11.0467

Charges in e, computed with Mulliken, in the same order as the atoms: -0.13 -0.65 -0.51 1.76 -1.01 -0.59 -1.58 -0.39 -1.44 -0.25 0.35 -0.02 0.56 0.43 0.35 0.38 0.36 0.63 0.32 0.49 -0.85 0.59 -0.54 -0.15 0.15 -0.41 -0.69 0.07 -0.54 -0.52 1.78 -1.47 0.32 0.29 0.26 0.47 0.49 0.55 0.40 -1.08 -0.58 -0.48 0.34 -0.04 -1.01 0.00 -1.25 0.39 0.21 0.33 0.41 0.27 0.31 0.33 0.59 0.43 0.40 0.03 0.38 0.37 0.22 -0.25 0.02 0.66 -0.50 -0.51 -0.47 -0.79 -0.18 0.79 -0.17 -0.69 -0.48 -0.56 -0.35 0.39 0.39 0.36 0.42 0.27 0.26 0.38 0.41 0.36 0.41


(4)
The following is a quantum chemistry calculation of a molecular structure, C33H41N3O2RuSb, from OMol25.

HOMO energy (spin up / spin down), eV: -11.1 / -11.1
Spin multiplicity: 1
Calculated total energy, a.u.: -1931.70044
Total charge: +1
ΔE to the lowest compared entry with this formula, charge and spin, kcal/mol: 0.00

Cartesian coordinates (Å):
Ru1 0.7540 -0.7205 -0.7402
O1 0.5811 -0.9832 -2.6800
C1 0.0761 -2.0409 -3.2600
C2 0.0251 -2.0639 -4.6721
C3 -0.4850 -3.1430 -5.3362
C4 -0.9826 -4.2623 -4.6354
C5 -0.9549 -4.2603 -3.2750
C6 -0.4302 -3.1578 -2.5430
C7 -0.4512 -3.2617 -1.1355
N1 -0.0087 -2.3852 -0.2613
N2 -0.1212 -2.7207 1.0726
C8 0.2807 -1.7346 1.8230
O2 0.7068 -0.6108 1.3361
C9 0.2441 -1.8915 3.2930
C10 0.9142 -0.9751 4.0999
C11 0.8797 -1.1082 5.4787
C12 0.1736 -2.1540 6.0562
C13 -0.4906 -3.0727 5.2536
C14 -0.4547 -2.9468 3.8753
H1 0.4132 -1.2016 -5.1978
H2 -0.5080 -3.1443 -6.4182
H3 -1.3759 -5.1070 -5.1822
H4 -1.3303 -5.1067 -2.7131
H5 -0.8623 -4.1553 -0.6752
H6 1.4739 -0.1713 3.6413
H7 1.4072 -0.3992 6.1026
H8 0.1449 -2.2574 7.1328
H9 -1.0361 -3.8907 5.7045
H10 -0.9657 -3.6598 3.2433
C15 -0.3294 2.3455 -2.9855
C16 -1.5628 1.9882 -2.1558
C17 -2.4978 3.1964 -2.0874
C18 -2.2947 0.8064 -2.7918
Sb1 -0.8522 1.3243 -0.1963
C19 -2.5823 0.7173 0.9973
C20 -3.7647 1.6349 0.6847
C21 -2.2640 0.7983 2.4877
C22 -2.9316 -0.7165 0.6002
C23 0.3982 2.8732 0.7204
C24 0.4706 2.6721 2.2311
C25 -0.1735 4.2510 0.3969
C26 1.8025 2.7333 0.1327
H11 -0.6558 2.5780 -4.0037
H12 0.3810 1.5194 -3.0520
H13 0.1798 3.2307 -2.6011
H14 -2.7677 3.4665 -3.1131
H15 -2.0280 4.0689 -1.6392
H16 -3.4230 2.9888 -1.5553
H17 -2.5797 1.0823 -3.8115
H18 -3.2109 0.5522 -2.2573
H19 -1.6671 -0.0837 -2.8571
H20 -3.5410 2.6895 0.8556
H21 -4.5827 1.3615 1.3577
H22 -4.1296 1.5102 -0.3340
H23 -2.2169 1.8318 2.8287
H24 -1.3380 0.2944 2.7616
H25 -3.0800 0.3135 3.0321
H26 -3.1158 -0.8168 -0.4713
H27 -3.8549 -0.9942 1.1179
H28 -2.1670 -1.4339 0.8953
H29 -0.4668 2.9148 2.7263
H30 1.2328 3.3538 2.6210
H31 0.7575 1.6554 2.4916
H32 -1.2069 4.3702 0.7291
H33 -0.1157 4.4832 -0.6658
H34 0.4290 4.9962 0.9248
H35 2.2777 1.8043 0.4480
H36 2.4112 3.5598 0.5117
H37 1.8176 2.7934 -0.9567
N3 8.0062 -0.1062 -0.1069
C27 6.8675 -0.2412 -0.1661
C28 5.4407 -0.4038 -0.2410
C29 4.7490 0.0803 -1.3470
C30 3.3775 -0.1050 -1.4192
C31 2.6922 -0.7197 -0.3684
C32 3.3906 -1.2105 0.7330
C33 4.7640 -1.0605 0.7889
H38 5.2849 0.5658 -2.1507
H39 2.8469 0.2259 -2.3065
H40 2.8845 -1.7079 1.5469
H41 5.3214 -1.4451 1.6321

Charges in e, computed with Mulliken, in the same order as the atoms: -1.60 -0.23 0.56 -0.74 -0.43 -0.78 -1.03 0.65 -0.42 0.98 -1.24 0.40 -0.27 0.55 0.29 -1.06 -0.43 -0.84 -0.40 0.47 0.44 0.42 0.40 0.43 0.13 0.43 0.41 0.43 0.46 -1.71 1.55 -1.41 -1.54 2.70 1.92 -1.86 -2.06 -1.68 1.98 -2.36 -1.73 -1.74 0.56 0.20 0.24 0.51 0.28 0.29 0.55 0.22 0.11 0.33 0.54 0.37 0.33 0.59 0.51 0.20 0.59 0.21 0.36 0.57 0.59 0.32 0.35 0.52 0.15 0.60 0.27 -0.46 -0.22 0.51 -0.97 0.01 0.87 -0.23 -0.89 0.51 0.44 0.54 0.49


What is the calculated total energy in the fourth record?
-1931.70044 a.u.


spin multiplicity of number 2 (C33H41Cl5FIrN3OP2Si)?
5